Here is C26H22IMgN2O3S as an isolated structure from the Open Molecules 2025 dataset. Energies are from ωB97M-V with the def2-TZVPD basis set.

Values from the calculation:
relative energy (zero: lowest compared OMol25 entry of this formula, charge and spin): 10.9 kJ/mol
total charge: +1
Kohn-Sham gap: 0.2794 Eh
LUMO energy: -3.05 eV
maximum force: 0.28 eV/Å
E_HOMO: -10.7 eV

Last column: Mulliken charge in e.
CARTESIAN COORDINATES (ANGSTROEM)
Mg (0.55, 0.56, -0.26)  1.256
C (-3.83, -0.18, -1.51)  -1.035
C (-3.49, 1.22, -1.08)  0.751
N (-4.44, 2.11, -1.04)  -0.619
C (-4.15, 3.38, -0.64)  -0.941
C (-2.90, 3.79, -0.28)  0.779
C (-2.69, 5.22, 0.16)  -1.005
O (-1.78, 5.92, -0.68)  -0.517
C (-1.84, 2.83, -0.31)  -0.747
C (-0.52, 3.29, 0.02)  -0.287
N (0.56, 2.57, 0.15)  0.091
C (1.77, 3.26, 0.44)  0.307
C (1.83, 4.25, 1.41)  -0.035
C (3.02, 4.90, 1.69)  -0.743
C (4.18, 4.56, 1.00)  -0.567
C (4.15, 3.56, 0.05)  -0.548
C (2.95, 2.92, -0.22)  0.162
I (2.93, 1.41, -1.70)  0.043
C (-2.14, 1.52, -0.72)  0.569
O (-1.26, 0.56, -0.79)  -1.054
H (-4.89, -0.23, -1.73)  0.390
H (-3.58, -0.89, -0.72)  0.191
H (-3.25, -0.46, -2.39)  0.307
H (-4.99, 4.07, -0.62)  0.355
H (-2.26, 5.26, 1.16)  0.367
H (-3.66, 5.72, 0.20)  0.400
H (-2.16, 5.99, -1.56)  0.339
H (-0.41, 4.36, 0.13)  1.004
H (0.94, 4.50, 1.96)  0.536
H (3.04, 5.68, 2.44)  0.394
H (5.11, 5.07, 1.22)  0.397
H (5.05, 3.29, -0.49)  0.382
O (1.02, -1.27, 0.26)  -0.593
S (0.58, -2.44, -0.64)  0.188
C (1.97, -3.54, -0.63)  0.494
C (2.99, -3.39, 0.29)  -0.228
C (4.05, -4.29, 0.27)  -0.689
C (4.07, -5.32, -0.66)  -0.425
C (3.04, -5.45, -1.59)  -0.647
C (1.99, -4.55, -1.59)  -0.377
C (-0.58, -3.38, 0.31)  0.767
C (-1.80, -3.65, -0.30)  -0.349
C (-2.75, -4.37, 0.40)  -0.660
C (-2.48, -4.79, 1.70)  -0.393
C (-1.26, -4.49, 2.30)  -0.651
C (-0.30, -3.79, 1.61)  -0.419
H (2.96, -2.57, 1.00)  0.425
H (4.85, -4.19, 0.99)  0.401
H (4.89, -6.02, -0.67)  0.406
H (3.07, -6.25, -2.32)  0.401
H (1.18, -4.64, -2.31)  0.430
H (-2.00, -3.30, -1.30)  0.392
H (-3.71, -4.60, -0.06)  0.421
H (-3.23, -5.35, 2.25)  0.401
H (-1.07, -4.82, 3.31)  0.403
H (0.65, -3.55, 2.06)  0.383